1.
ORCA calculation (ωB97M-V/def2-TZVPD) on a cluster of 8 separate species, C51H80O19Si in total in a non-equilibrium geometry.

```
151
Properties=species:S:1:pos:R:3:lowdin_charge:R:1
C -4.312 1.732 -3.137 -0.08
C -4.109 0.211 -3.670 -0.19
O -3.030 -0.504 -2.982 -0.13
C -1.756 -0.180 -3.526 -0.33
O -1.288 -0.889 -4.466 0.06
C -0.848 1.034 -2.972 -0.07
C 0.524 1.225 -3.773 -0.15
C 1.689 0.205 -3.373 -0.15
O 2.121 0.284 -1.982 -0.06
C 3.510 0.601 -1.875 -0.43
O 4.258 -0.313 -1.450 0.11
O 4.035 1.907 -2.177 -0.05
C 3.093 2.815 -1.493 -0.17
C 3.584 4.336 -1.430 -0.14
C 2.268 5.256 -1.107 -0.18
C 1.229 4.476 -0.166 -0.22
C 0.164 5.411 0.591 -0.20
C -1.295 4.759 0.447 -0.22
C -1.405 3.278 1.127 -0.25
C -2.925 2.804 0.932 -0.27
Si -3.347 1.097 1.695 0.55
C -4.636 1.370 3.128 -0.21
C -4.279 0.081 0.329 -0.19
C -1.841 0.076 2.275 -0.22
C -0.558 -0.226 1.460 -0.07
C 0.567 -1.129 2.086 -0.05
C 0.462 -1.769 3.504 -0.04
C -0.809 -1.445 4.330 -0.04
C -1.912 -0.556 3.715 -0.06
H -5.336 1.820 -2.606 0.08
H -4.355 2.402 -4.064 0.07
H -3.497 2.058 -2.407 0.05
H -3.950 0.206 -4.810 0.13
H -5.076 -0.347 -3.380 0.13
H -0.690 0.896 -1.835 0.12
H -1.482 1.993 -3.076 0.12
H 0.829 2.337 -3.707 0.11
H 0.298 1.051 -4.894 0.13
H 1.308 -0.851 -3.568 0.14
H 2.603 0.450 -4.027 0.14
H 2.133 2.807 -2.129 0.11
H 2.924 2.354 -0.446 0.15
H 4.413 4.537 -0.668 0.12
H 3.935 4.632 -2.480 0.11
H 2.575 6.293 -0.697 0.12
H 1.810 5.483 -2.147 0.12
H 1.783 3.881 0.653 0.12
H 0.613 3.786 -0.862 0.10
H 0.456 5.699 1.656 0.10
H 0.132 6.408 0.000 0.12
H -1.515 4.659 -0.679 0.11
H -2.052 5.414 1.002 0.11
H -1.063 3.366 2.212 0.12
H -0.638 2.595 0.597 0.09
H -3.204 2.796 -0.176 0.06
H -3.588 3.583 1.474 0.09
H -4.824 0.317 3.557 0.02
H -5.573 1.771 2.615 0.04
H -4.206 2.051 3.936 0.04
H -5.010 0.808 -0.195 0.04
H -3.470 -0.280 -0.393 0.03
H -4.840 -0.822 0.749 0.05
H -0.436 0.184 0.407 0.06
H 1.516 -1.388 1.494 0.08
H 1.244 -2.455 3.980 0.07
H -0.965 -1.879 5.366 0.06
H -2.850 -0.358 4.325 0.06
O -1.759 -1.736 7.614 0.11
C -2.837 -2.044 7.172 -0.48
O -3.019 -2.672 5.979 -0.01
C -4.422 -2.787 5.713 -0.15
C -5.093 -2.683 7.063 -0.16
C -4.165 -1.756 7.818 -0.08
H -4.716 -1.977 5.038 0.12
H -4.626 -3.742 5.228 0.13
H -6.121 -2.323 7.005 0.12
H -5.105 -3.664 7.547 0.12
H -4.419 -0.705 7.658 0.14
H -4.142 -1.989 8.883 0.13
O -4.522 -4.119 -0.777 0.11
C -4.042 -4.356 -1.855 -0.47
O -4.500 -5.326 -2.695 0.02
C -3.639 -5.412 -3.836 -0.17
C -2.942 -4.073 -3.910 -0.16
C -2.841 -3.676 -2.453 -0.08
H -2.937 -6.237 -3.682 0.13
H -4.232 -5.614 -4.729 0.12
H -1.979 -4.116 -4.421 0.12
H -3.574 -3.355 -4.442 0.12
H -1.936 -4.072 -1.985 0.14
H -2.898 -2.595 -2.327 0.10
O -5.715 1.697 -5.593 0.09
C -6.748 1.077 -5.594 -0.47
O -7.034 0.079 -6.472 0.04
C -8.380 -0.366 -6.264 -0.16
C -8.718 0.040 -4.848 -0.16
C -7.914 1.311 -4.673 -0.08
H -9.026 0.120 -7.001 0.13
H -8.435 -1.447 -6.403 0.13
H -9.788 0.171 -4.682 0.12
H -8.359 -0.721 -4.148 0.12
H -8.464 2.192 -5.012 0.14
H -7.582 1.438 -3.642 0.12
O 7.439 6.300 -2.761 0.11
C 7.443 5.112 -2.959 -0.48
O 6.406 4.430 -3.517 0.01
C 6.699 3.027 -3.505 -0.17
C 8.204 2.936 -3.406 -0.16
C 8.552 4.164 -2.592 -0.08
H 6.198 2.575 -2.646 0.11
H 6.321 2.565 -4.418 0.13
H 8.549 2.001 -2.960 0.12
H 8.647 3.018 -4.403 0.12
H 8.512 3.966 -1.518 0.13
H 9.524 4.569 -2.872 0.13
O 3.278 -2.516 3.791 0.09
C 3.742 -3.628 3.776 -0.46
O 3.167 -4.700 4.384 0.03
C 4.033 -5.835 4.263 -0.16
C 4.918 -5.536 3.077 -0.17
C 5.043 -4.028 3.135 -0.07
H 4.602 -5.940 5.191 0.13
H 3.437 -6.737 4.111 0.12
H 5.876 -6.057 3.112 0.12
H 4.409 -5.826 2.152 0.11
H 5.869 -3.712 3.778 0.14
H 5.141 -3.594 2.141 0.13
O 2.144 8.717 2.021 0.12
C 2.774 7.813 2.504 -0.48
O 2.344 6.521 2.543 -0.01
C 3.284 5.731 3.280 -0.16
C 4.583 6.500 3.223 -0.16
C 4.110 7.938 3.184 -0.08
H 2.915 5.614 4.303 0.13
H 3.374 4.744 2.822 0.12
H 5.251 6.280 4.057 0.12
H 5.114 6.264 2.295 0.12
H 3.962 8.345 4.187 0.14
H 4.787 8.569 2.608 0.13
O 5.509 -8.889 2.528 0.11
C 4.869 -8.920 1.505 -0.48
O 5.410 -8.824 0.260 0.03
C 4.360 -8.786 -0.713 -0.16
C 3.165 -9.414 -0.033 -0.16
C 3.370 -9.022 1.415 -0.09
H 4.180 -7.743 -0.991 0.13
H 4.663 -9.342 -1.602 0.13
H 2.211 -9.082 -0.447 0.12
H 3.213 -10.503 -0.130 0.12
H 2.932 -8.047 1.639 0.13
H 2.987 -9.783 2.095 0.13
```

Computed properties:
Structure (SMILES): CCOC(=O)CCCOC(=O)OCCCCCCCC[Si](C)(C)c1ccccc1.O=C1CCCO1.O=C1CCCO1.O=C1CCCO1.O=C1CCCO1.O=C1CCCO1.O=C1CCCO1.O=C1CCCO1
Total charge: 0

***

2.
ORCA calculation (ωB97M-V/def2-TZVPD) on a structure of composition C51H81BrFINO40PSb in a non-equilibrium geometry.

```
178
Properties=species:S:1:pos:R:3:lowdin_charge:R:1
C 2.694 -2.071 -2.329 -0.15
N 1.320 -2.411 -2.703 -0.17
C 0.670 -3.194 -1.636 -0.36
Sb -1.508 -3.483 -1.987 1.30
O -3.527 -3.840 -2.224 -0.40
C -1.830 -1.319 -1.901 -0.32
C -3.263 -0.908 -1.558 -0.28
C -4.228 -0.933 -2.742 -0.19
C -5.255 0.212 -2.671 -0.20
C -6.567 -0.200 -2.023 -0.17
C -7.332 -1.213 -2.851 -0.18
O -8.707 -1.302 -2.437 -0.04
C -9.090 -2.584 -2.136 -0.49
C -9.731 -3.376 -3.248 0.01
O -8.962 -3.062 -1.005 0.10
C -1.124 -5.710 -1.967 -0.40
C -2.300 -6.558 -1.566 -0.79
C -3.147 -6.968 -2.749 -0.19
Br -1.603 -8.307 -0.808 0.50
C -1.289 -3.607 -4.193 -0.46
C -1.063 -2.349 -4.998 -0.12
F -2.384 -4.265 -4.795 -0.12
P -1.740 -3.330 0.606 0.29
O -3.372 -3.384 1.038 -0.51
I -0.816 -5.313 1.720 0.33
H 2.800 -1.868 -1.258 0.06
H 3.007 -1.195 -2.896 0.07
H 3.342 -2.903 -2.602 0.07
H 0.824 -1.530 -2.774 0.06
H 0.751 -2.641 -0.695 0.02
H 1.193 -4.140 -1.529 0.05
H -3.892 -4.212 -1.417 -0.02
H -1.505 -0.739 -2.763 0.06
H -1.236 -0.955 -1.054 0.02
H -3.199 0.138 -1.246 0.07
H -3.645 -1.442 -0.694 0.08
H -4.796 -1.856 -2.666 0.08
H -3.719 -0.986 -3.699 0.10
H -4.842 1.017 -2.062 0.09
H -5.424 0.612 -3.673 0.10
H -6.362 -0.639 -1.048 0.13
H -7.207 0.665 -1.838 0.11
H -6.861 -2.181 -2.689 0.13
H -7.231 -1.009 -3.918 0.13
H -9.461 -4.419 -3.162 0.09
H -9.513 -2.986 -4.236 0.08
H -10.808 -3.309 -3.104 0.09
H -0.890 -5.991 -2.995 0.05
H -0.227 -5.940 -1.404 0.00
H -2.903 -6.145 -0.766 0.05
H -4.085 -7.413 -2.429 0.07
H -2.598 -7.670 -3.368 0.06
H -3.382 -6.099 -3.360 0.06
H -0.442 -4.273 -4.367 0.08
H -1.879 -1.646 -4.837 0.04
H -1.104 -2.606 -6.058 0.07
H -0.123 -1.854 -4.790 0.05
H -3.556 -2.508 1.388 0.00
C 1.900 0.672 2.557 -0.11
C 2.292 -0.747 2.217 -0.10
O 1.508 -1.007 1.052 0.04
C 1.207 0.171 0.470 -0.57
O 0.709 0.300 -0.602 0.15
O 1.552 1.211 1.277 0.06
H 2.715 1.237 3.004 0.12
H 1.027 0.721 3.211 0.13
H 3.349 -0.839 1.958 0.12
H 2.055 -1.457 3.005 0.14
C 3.554 -7.837 1.704 -0.11
C 4.457 -7.006 2.592 -0.12
O 4.477 -5.748 1.909 0.04
C 3.344 -5.663 1.154 -0.57
O 2.983 -4.679 0.602 0.15
O 2.703 -6.850 1.122 0.05
H 2.967 -8.567 2.254 0.13
H 4.101 -8.345 0.907 0.13
H 4.043 -6.858 3.590 0.13
H 5.463 -7.409 2.679 0.13
C -2.997 3.505 -0.953 -0.11
C -3.800 4.083 0.192 -0.11
O -4.066 2.926 0.994 0.03
C -3.106 2.000 0.723 -0.58
O -2.953 0.997 1.337 0.17
O -2.366 2.376 -0.341 0.06
H -2.253 4.193 -1.345 0.14
H -3.629 3.157 -1.772 0.12
H -3.228 4.799 0.787 0.13
H -4.728 4.547 -0.132 0.12
C 4.760 1.004 -0.997 -0.10
C 4.774 2.493 -1.255 -0.10
O 4.516 3.030 0.048 0.07
C 4.894 2.110 0.960 -0.58
O 4.966 2.314 2.132 0.14
O 5.179 0.931 0.374 0.06
H 5.444 0.453 -1.636 0.13
H 3.762 0.572 -1.086 0.12
H 5.748 2.851 -1.594 0.13
H 4.011 2.811 -1.961 0.13
C 5.564 -3.077 -0.224 -0.10
C 6.722 -3.955 0.188 -0.09
O 7.727 -3.622 -0.784 0.05
C 7.451 -2.388 -1.264 -0.58
O 8.189 -1.759 -1.955 0.15
O 6.243 -1.967 -0.846 0.06
H 4.961 -2.743 0.614 0.13
H 4.913 -3.550 -0.957 0.12
H 7.100 -3.704 1.181 0.13
H 6.490 -5.014 0.155 0.13
C 10.474 -1.685 1.432 -0.11
C 10.865 -2.989 0.771 -0.11
O 10.504 -3.960 1.766 0.06
C 9.549 -3.411 2.554 -0.59
O 8.908 -4.009 3.355 0.16
O 9.406 -2.092 2.291 0.06
H 10.135 -0.934 0.727 0.11
H 11.278 -1.267 2.044 0.13
H 10.289 -3.184 -0.135 0.12
H 11.926 -3.052 0.540 0.13
C -4.273 2.940 5.331 -0.11
C -3.881 3.502 3.985 -0.10
O -3.142 4.681 4.350 0.06
C -2.666 4.509 5.606 -0.58
O -1.883 5.232 6.133 0.15
O -3.205 3.410 6.177 0.06
H -4.320 1.861 5.337 0.12
H -5.212 3.346 5.697 0.12
H -3.228 2.832 3.428 0.12
H -4.734 3.758 3.367 0.13
C 7.827 3.632 4.459 -0.11
C 6.405 3.574 4.968 -0.11
O 6.594 3.415 6.382 0.06
C 7.814 3.902 6.702 -0.58
O 8.208 4.070 7.810 0.16
O 8.532 4.174 5.584 0.05
H 7.943 4.272 3.588 0.13
H 8.229 2.644 4.230 0.13
H 5.858 4.501 4.790 0.14
H 5.842 2.744 4.554 0.12
C 12.094 2.906 -0.655 -0.12
C 12.057 1.525 -1.275 -0.11
O 10.929 0.929 -0.629 0.04
C 10.110 1.928 -0.202 -0.57
O 9.018 1.765 0.225 0.18
O 10.720 3.132 -0.332 0.06
H 12.457 3.671 -1.336 0.13
H 12.681 2.937 0.264 0.13
H 11.871 1.552 -2.350 0.13
H 12.957 0.947 -1.084 0.13
C -8.496 1.944 7.360 -0.12
C -8.355 0.437 7.420 -0.12
O -7.789 0.133 6.144 0.07
C -7.154 1.236 5.686 -0.56
O -6.442 1.261 4.738 0.17
O -7.441 2.310 6.466 0.05
H -8.365 2.427 8.324 0.13
H -9.447 2.258 6.928 0.13
H -7.663 0.112 8.199 0.13
H -9.304 -0.077 7.550 0.13
C -7.512 3.469 -3.976 -0.11
C -7.070 4.126 -5.266 -0.11
O -6.263 5.213 -4.793 0.06
C -5.816 4.893 -3.558 -0.58
O -4.987 5.507 -2.962 0.15
O -6.433 3.790 -3.091 0.06
H -7.629 2.392 -4.060 0.13
H -8.432 3.900 -3.578 0.14
H -6.450 3.470 -5.879 0.14
H -7.898 4.495 -5.865 0.13
C -6.195 8.711 -3.011 -0.12
C -5.305 9.525 -2.099 -0.11
O -5.310 10.808 -2.734 0.06
C -6.439 10.907 -3.480 -0.58
O -6.821 11.905 -3.994 0.16
O -7.068 9.710 -3.556 0.06
H -6.764 7.950 -2.485 0.13
H -5.642 8.242 -3.825 0.13
H -5.717 9.629 -1.094 0.13
H -4.294 9.133 -2.030 0.13
```

Computed properties:
Total charge: -1

***

Number 1: Kohn-Sham gap 8.39 eV, LUMO level 0.404 eV, E_tot -3710.17471 Eh. Number 2: Kohn-Sham gap 5.05 eV, LUMO level 1.312 eV, E_tot -8609.59520 Eh.